Entry 1:
DFT (ωB97M-V with the def2-TZVPD basis set) results for C19H24N6ORhSe as an isolated structure.

Each line ends with the Mulliken spin population.
Geometry (Å):
Rh -0.356 0.114 -0.491  2.5238
N -1.693 -1.667 -0.174  0.1232
C -3.110 -1.381 0.211  -0.0003
C -3.909 -0.729 -0.905  -0.0045
C -3.333 0.558 -1.502  0.0552
C -3.027 1.671 -0.490  -0.0221
N -1.564 1.985 -0.462  0.1396
H -1.698 -2.208 -1.036  -0.0037
H -1.290 -2.281 0.529  0.0017
H -3.084 -0.753 1.102  -0.0006
H -3.600 -2.313 0.498  0.0059
H -4.906 -0.531 -0.507  0.0008
H -4.055 -1.451 -1.713  -0.0002
H -4.039 0.925 -2.246  0.0007
H -2.424 0.335 -2.073  -0.0268
H -3.314 1.377 0.519  -0.0021
H -3.585 2.578 -0.723  0.0076
H -1.361 2.612 0.311  -0.0017
H -1.330 2.507 -1.306  -0.0009
Se 5.071 0.690 5.226  0.6998
N 3.296 0.719 5.290  -0.1002
C 2.872 0.602 4.065  0.1302
C 1.479 0.591 3.680  0.0192
C 0.452 0.737 4.616  0.0404
C -0.852 0.733 4.164  -0.0109
C -1.077 0.577 2.804  0.0139
N -0.102 0.428 1.899  0.0837
C 1.160 0.439 2.324  0.0821
C 2.219 0.305 1.292  0.0245
N 1.823 0.174 0.024  0.0780
C 2.750 0.090 -0.943  0.0042
C 4.113 0.121 -0.693  -0.0083
C 4.538 0.240 0.614  0.0452
C 3.577 0.335 1.624  0.0274
C 3.941 0.474 3.019  0.1191
N 5.165 0.496 3.458  -0.0981
H 0.688 0.852 5.666  -0.0003
H -1.685 0.847 4.844  0.0013
H -2.091 0.574 2.423  0.0032
H 2.373 -0.003 -1.953  -0.0050
H 4.816 0.053 -1.511  0.0004
H 5.591 0.265 0.866  0.0000
C 0.363 -2.298 -3.629  0.0072
C 0.100 -0.834 -3.729  0.0062
C 0.008 -0.220 -5.082  0.0056
O -0.063 -0.131 -2.724  0.0342
H 1.317 -2.525 -4.111  0.0001
H -0.391 -2.845 -4.202  -0.0004
H 0.385 -2.644 -2.597  0.0014
H 0.520 -0.811 -5.838  0.0003
H 0.376 0.804 -5.070  0.0000
H -1.052 -0.182 -5.356  0.0001

Atomic forces in eV per Å
-0.0187 -0.0464 -0.0326
0.0407 0.0728 0.0372
-0.0184 0.0113 0.0056
0.0108 0.0059 -0.0263
0.0166 -0.0155 0.0514
-0.0158 0.0233 -0.0183
-0.0269 -0.0412 -0.0575
-0.0126 -0.0289 -0.0004
0.0076 -0.0071 -0.0089
0.0080 -0.0088 -0.0228
0.0083 -0.0058 0.0099
-0.0043 -0.0033 -0.0032
-0.0092 -0.0037 0.0123
0.0019 0.0028 -0.0031
0.0154 -0.0008 -0.0217
-0.0046 -0.0027 0.0042
0.0091 0.0122 0.0058
0.0043 0.0014 0.0060
-0.0023 -0.0032 -0.0056
0.0836 -0.0194 0.0916
-0.0437 0.0263 -0.0920
0.0205 -0.0250 0.0274
0.0237 0.0069 -0.0111
0.0203 -0.0127 0.0236
-0.0123 -0.0034 -0.0130
-0.0060 0.0014 0.0150
-0.0347 -0.0424 -0.0165
-0.0160 0.0043 0.0286
0.0365 0.0139 -0.0069
-0.0351 -0.0007 -0.0345
0.0267 -0.0141 0.0142
-0.0175 -0.0059 -0.0084
0.0225 0.0013 0.0180
-0.0151 0.0028 0.0229
0.0264 -0.0107 0.0247
-0.0862 0.0243 -0.0529
-0.0045 0.0060 -0.0030
0.0012 0.0014 -0.0028
0.0257 0.0102 0.0035
-0.0113 0.0086 0.0127
-0.0010 -0.0001 -0.0007
-0.0005 -0.0002 -0.0030
0.0038 0.0197 0.0057
-0.0689 -0.0245 -0.0179
0.0023 0.0286 -0.0011
0.0636 0.0675 0.0304
0.0012 -0.0002 -0.0115
0.0055 0.0043 0.0036
-0.0228 -0.0027 0.0161
0.0026 0.0038 -0.0004
-0.0011 -0.0011 0.0082
0.0006 -0.0303 -0.0024

Results
multiplicity	5
LUMO level (spin up / spin down)	-10.061 / -13.055	eV
<S²>	6.03
relative energy (zero: lowest compared OMol25 entry of this formula, charge and spin)	3.2	kJ/mol
HOMO energy (spin up / spin down)	-17.9 / -18.5	eV
frontier orbital gap (spin up / spin down)	7.7998 / 5.4551	eV
largest force on an atom	0.13	eV Å⁻¹
energy	-3653.17917	Eh
charge	+3

=====

Entry 2:
DFT (ωB97M-V with the def2-TZVPD basis set) results for C23H52BF16N5O9P as an isolated structure at a distorted geometry.

Each line ends with the Mulliken charge.
Geometry (Å):
C 20.799 20.366 1.209  -0.7045
C 19.595 20.307 0.311  0.6474
O 19.624 19.889 -0.784  -0.4953
N 18.297 20.905 0.883  0.4079
H 18.231 20.934 1.890  -1.3134
H 18.340 21.912 0.818  0.6299
C 17.098 20.386 0.068  -1.6946
H 20.613 19.774 2.105  -0.3614
H 21.141 21.372 1.454  0.1082
H 21.643 20.099 0.574  0.3453
H 16.979 19.327 0.297  0.6475
H 17.134 20.570 -1.006  0.3739
H 16.243 20.726 0.653  0.3684
C 15.839 22.940 2.221  1.4499
C 15.364 23.715 1.005  -0.8883
O 14.218 23.587 0.555  -0.4926
N 16.400 24.681 0.420  -0.1215
H 16.472 25.340 1.182  0.3688
H 17.331 24.299 0.322  0.2477
C 15.927 25.361 -0.881  -0.8207
H 16.924 23.008 2.304  -0.5396
H 15.654 21.882 2.031  -0.4008
H 15.409 23.265 3.168  0.0643
H 16.748 25.953 -1.284  0.4111
H 15.091 26.011 -0.624  0.3527
H 15.719 24.598 -1.631  0.3461
C 17.241 20.236 6.570  0.3920
C 17.249 18.750 6.308  -0.0535
O 18.121 18.039 6.811  -0.4658
N 15.918 18.172 5.700  -0.2662
H 15.147 18.816 5.799  0.4111
H 15.928 18.083 4.694  0.2672
C 15.393 16.877 6.353  -0.5366
H 16.973 20.898 5.746  0.3662
H 18.232 20.515 6.928  -0.6812
H 16.494 20.432 7.339  0.9061
H 14.498 16.552 5.821  -0.0184
H 15.139 17.011 7.404  0.3139
H 16.294 16.264 6.307  0.4474
C 20.739 22.991 3.931  -1.3876
C 19.848 22.916 2.764  1.1240
O 20.149 22.104 1.923  -0.8293
N 18.684 23.865 2.589  0.1536
H 18.225 23.468 1.782  -0.5806
H 18.073 23.815 3.392  0.5448
C 19.095 25.338 2.346  -1.1627
H 20.185 22.639 4.802  0.2062
H 20.997 24.041 4.068  0.6450
H 21.661 22.410 3.928  0.1060
H 19.702 25.407 1.444  0.3619
H 19.452 25.811 3.261  0.4643
H 18.137 25.757 2.039  0.5571
C 15.092 23.672 7.601  -1.4340
C 15.662 22.418 6.993  0.7144
O 16.718 21.948 7.307  -0.2704
N 14.836 21.852 5.816  0.6889
H 14.604 20.876 5.927  0.2903
H 13.977 22.371 5.697  0.5972
C 15.661 21.995 4.529  -2.7313
H 15.672 24.505 7.204  0.2872
H 15.029 23.662 8.689  0.4244
H 14.047 23.833 7.336  0.3822
H 15.182 21.423 3.734  0.2912
H 16.714 21.757 4.681  -0.9050
H 15.717 23.034 4.205  1.3688
C 15.622 18.211 3.248  0.4795
O 14.616 17.267 3.567  -0.5810
O 16.806 17.590 3.747  -0.8422
C 15.482 18.582 1.698  0.8825
F 15.555 17.506 0.836  -0.3825
F 14.256 19.160 1.479  -0.3906
F 16.395 19.468 1.290  0.2620
C 13.405 17.744 4.078  0.0236
C 12.500 16.538 4.223  -1.5956
H 11.536 16.786 4.668  0.3932
H 12.191 16.055 3.296  0.4174
H 12.940 15.691 4.749  0.2973
H 12.916 18.576 3.570  0.3062
H 13.610 18.117 5.082  0.1796
H 15.488 19.116 3.840  0.2035
C 20.142 18.720 5.892  1.3055
O 21.159 19.104 4.907  -0.6032
O 20.304 17.310 6.261  -0.9491
C 19.991 19.947 6.919  0.8494
F 19.107 19.684 7.872  -0.2556
F 21.090 20.235 7.591  -0.3988
F 19.606 21.143 6.350  -0.0712
C 20.756 19.941 3.788  1.1303
C 22.038 20.820 3.515  -1.6720
H 22.960 20.239 3.518  0.4124
H 21.999 21.412 2.601  0.3583
H 22.093 21.538 4.332  0.3997
H 19.983 20.695 3.940  -1.0085
H 20.452 19.267 2.988  1.3045
H 19.260 18.669 5.253  -0.2550
P 17.859 20.633 3.506  3.1696
F 17.021 21.504 2.451  -0.0532
F 18.098 21.919 4.464  -0.6796
F 16.444 20.371 4.192  -0.4731
F 18.471 19.612 4.564  -0.5614
F 17.652 19.354 2.592  -0.3773
F 19.290 20.910 2.677  0.4937
B 17.412 24.307 4.610  -0.8490
F 16.286 24.523 5.366  -0.2836
F 18.315 23.493 5.251  0.0975
F 17.006 23.589 3.494  0.7582
F 18.047 25.460 4.253  -0.3663

Atomic forces in eV per Å
2.6378 -3.2130 -5.7039
2.5534 0.7484 1.1801
-1.2875 -0.3096 -1.2616
-1.2151 -0.7607 -7.5734
0.6631 -1.4675 -5.1713
0.4759 0.1739 -1.3701
4.4363 5.6885 -6.8418
1.2660 0.7037 -3.0811
1.2129 -3.3310 -1.7664
-0.1781 -1.5402 -0.1116
4.3201 0.3368 -6.5024
0.5778 1.0893 0.0489
0.3036 3.2953 -3.3749
-4.9637 2.8412 -8.6676
-5.0979 -2.8001 0.6424
4.4944 1.6245 0.3492
-1.6344 0.6598 -1.4453
0.0966 0.8092 0.1274
0.0939 -0.4822 -0.3426
0.7238 0.0603 0.3209
-3.6809 0.2394 -4.3881
-2.9467 1.7201 -0.9697
-1.8102 0.2592 -3.1878
0.0413 0.0856 0.3318
-0.0275 -0.3845 -0.2015
-0.4049 -0.0447 0.4250
-0.8677 -3.4208 -1.6888
1.9297 -2.1387 2.4964
-6.0358 0.1206 -1.9032
-1.7915 0.3384 6.1812
0.0552 0.7944 1.0404
2.6106 -1.9616 0.3732
1.4782 0.8372 -0.2406
0.5125 -1.9155 1.9566
-3.4817 0.1654 -0.5667
0.2969 -2.8724 0.0693
0.7545 -0.2893 -0.0306
0.1769 0.4485 -0.0367
-0.5324 -0.6379 -0.1956
-1.8011 3.1160 1.2791
4.3257 1.9917 -0.4762
-1.9052 15.6526 -1.1085
9.5376 1.2282 -3.8617
-0.1042 0.3741 -0.2157
4.0636 -0.4191 -1.9948
-0.1828 -1.0095 -2.1145
0.2418 0.3466 0.2478
-0.2178 0.3144 0.4922
-1.6271 2.3066 -1.3386
0.5527 -0.2354 0.2926
0.5579 -0.3057 -1.0553
0.2412 0.6507 0.4450
-1.2687 -0.2037 -0.0351
1.4084 1.4550 2.2853
-3.1954 7.5228 0.8661
1.5629 0.3601 -1.0810
0.0603 -0.5509 0.3904
-0.3034 0.1887 0.2407
-3.9990 4.9007 2.0448
-0.0851 -0.1358 0.5845
0.7620 -0.2488 -0.0174
-0.0930 0.0399 -0.4300
-0.9002 0.9778 0.8607
-3.6590 3.1811 1.7817
-2.2814 -1.3352 3.5145
2.0414 -3.2302 -1.4032
-1.0429 0.2612 -1.4042
-2.2747 0.8849 -3.9641
-1.9498 -3.4498 1.9293
0.1326 1.6287 1.2512
0.7133 0.0442 -0.0020
-12.4245 -8.8186 11.5593
-0.4936 -0.7604 0.4140
-1.0296 -0.5182 -0.3676
0.1383 0.1811 0.4219
0.3760 0.4812 -0.5250
0.2470 0.3774 0.3992
0.0966 -0.1090 -0.6452
-0.2998 0.3282 0.4684
-1.5950 -0.1954 -1.4881
0.0662 -5.0556 -1.3587
0.3909 1.6770 -0.3421
0.7102 5.1013 0.0621
2.5384 -2.7811 0.1926
1.4846 0.1193 2.5816
1.2195 0.3483 -0.0571
1.2286 0.7443 -0.5501
4.0287 -0.7068 5.2974
1.0642 -2.2715 0.0068
-0.1820 -0.3280 -0.0481
0.7986 -0.3964 0.8149
1.4987 -2.8720 0.8659
2.8872 -1.7748 2.9164
-0.1042 -1.1249 2.3664
2.2987 -0.9788 2.3091
0.9939 -7.4535 4.3284
4.3029 -4.5730 3.9106
2.4053 -6.4247 -4.4596
2.6740 -7.5730 -2.2573
-1.7265 3.8070 -2.8514
4.5776 1.0076 2.8231
-8.9259 -5.2680 6.1370
-0.0451 1.9832 6.7627
-0.2126 0.6929 -0.3091
0.3621 5.6636 3.1117
-2.6091 4.7468 9.0599
-1.8061 0.9524 1.5267

Results
LUMO level	-4.574	eV
HOMO energy	-6.9	eV
frontier orbital gap	2.3105	eV
largest force on an atom	19.12	eV Å⁻¹
energy	-3820.34615	Eh
charge	+1

=====

Which of these has the highest energy? C19H24N6ORhSe